No. 1
Molecular formula: C5H6O2
Method: DFT, the ωB97M-V functional and the def2-TZVPD basis

```
! wB97M-V def2-TZVPD RIJCOSX def2/J DEFGRID3
* xyz 0 1
C 1.3012 1.1664 0.8351
C 0.8092 -0.1633 0.3052
O 0.3428 -0.0022 -1.0223
C -0.8838 -0.3737 -1.4275
O -1.2226 -0.2287 -2.5686
C -1.8022 -0.9665 -0.3972
C -1.6334 -1.2067 0.8784
H 0.4875 1.8972 0.8440
H 1.6772 1.0495 1.8560
H 2.1088 1.5514 0.2063
H 0.0090 -0.5518 0.9753
H -2.7875 -1.2459 -0.7763
H 1.5937 -0.9257 0.2915
*
```

* LUMO: -0.816 eV
* relative energy (zero: lowest compared OMol25 entry of this formula, charge and spin): 362.1 kJ/mol
* DFT total energy: -9373.343 eV
* orbital gap: 10.0 eV

No. 2
Molecular formula: C3H6O2
Method: DFT, the ωB97M-V functional and the def2-TZVPD basis

```
! wB97M-V def2-TZVPD RIJCOSX def2/J DEFGRID3
* xyz 0 1
C -1.5373 -0.0184 -0.1499
C -0.1635 0.0593 0.4707
O 0.0047 0.3584 1.6360
C 1.0694 -0.2392 -0.3748
O 2.1219 0.6072 -0.0070
H -2.0714 -0.8950 0.2281
H -1.4926 -0.0741 -1.2402
H -2.1116 0.8652 0.1431
H 0.8737 -0.1289 -1.4456
H 1.3107 -1.3036 -0.2010
H 1.9960 0.7690 0.9405
*
```

* LUMO: 0.858 eV
* relative energy (zero: lowest compared OMol25 entry of this formula, charge and spin): 82.8 kJ/mol
* DFT total energy: -7302.820 eV
* orbital gap: 10.9 eV

No. 3
Molecular formula: C37H16BCl5F18O3PSn
Method: DFT, the ωB97M-V functional and the def2-TZVPD basis

```
! wB97M-V def2-TZVPD RIJCOSX def2/J DEFGRID3
* xyz 1 1
Sn 1.9815 -2.0681 0.5490
Cl 5.1381 -0.2847 1.8774
C 5.0593 -0.7912 0.2412
C 3.9766 -1.5589 -0.1663
C 3.9858 -2.0074 -1.4717
Cl 2.5008 -2.6890 -2.0960
C 5.1506 -1.8377 -2.3268
Cl 5.1949 -2.6344 -3.8548
C 6.2565 -1.2066 -1.8202
Cl 7.7294 -1.0431 -2.6492
C 6.1882 -0.6775 -0.5328
Cl 7.5236 0.2082 0.0430
F -3.1815 -5.1414 0.3366
C -2.0962 -4.7219 1.0104
F -1.4220 -5.8631 1.3432
F -1.3935 -3.9824 0.1421
C -2.4524 -3.9578 2.3312
O -2.7610 -2.6005 2.0902
C -1.1569 -3.9133 3.2231
F -0.0699 -3.7414 2.4484
F -1.4006 -2.8155 4.0157
F -0.9513 -4.8924 4.0722
C -3.6364 -4.5819 3.1351
F -3.8098 -3.9745 4.3199
F -3.3302 -5.8434 3.3992
F -4.7228 -4.4921 2.4566
O -4.2731 -2.3442 0.2164
B -3.4799 -1.8691 1.2470
O -3.5136 -0.4907 1.3575
C -4.2385 -0.0586 0.2778
C -4.3942 1.2068 -0.2442
C -5.1025 1.2892 -1.4005
C -5.6697 0.1934 -2.0337
C -5.5061 -1.1053 -1.5494
C -4.7492 -1.1945 -0.4133
H -4.0577 2.0537 0.2546
H -5.3023 2.2085 -1.8594
H -6.2199 0.4038 -2.8924
H -6.0060 -1.9632 -2.1233
F 5.7849 4.4867 -3.3919
C 5.1942 4.7350 -2.2323
F 6.0652 5.0528 -1.2753
F 4.3719 5.8382 -2.4401
C 4.2739 3.5587 -1.7383
C 4.1074 2.3409 -2.4234
C 3.2180 1.4224 -1.9509
C 2.5836 1.6919 -0.7348
C 2.7305 2.8349 -0.0644
C 3.5317 3.8181 -0.6274
P 1.3881 0.4252 -0.2373
C 0.7609 0.9358 1.4516
C 1.5516 0.5685 2.5422
C 1.2091 0.9391 3.8485
C 0.0444 1.6306 3.9751
C -0.8624 1.8806 2.8997
C -0.4841 1.5670 1.6170
C -0.4364 2.0616 5.3310
F -0.9850 1.0506 6.0260
F 0.5181 2.6361 6.0736
F -1.4050 3.0370 5.2253
C -0.0327 0.4798 -1.3297
C -0.4014 1.8002 -1.7514
C -1.5017 1.9431 -2.5729
C -2.1310 0.7931 -3.0819
C -1.7839 -0.4597 -2.6763
C -0.7832 -0.6073 -1.7320
C -3.0498 0.9773 -4.3090
F -2.3464 1.2154 -5.4184
F -3.8117 -0.0844 -4.4692
F -3.8475 2.0634 -4.1764
H 4.7505 2.2159 -3.2961
H 2.9876 0.5350 -2.4911
H 2.2727 2.9958 0.9226
H 3.5491 4.8087 -0.1786
H 2.4457 0.1005 2.2424
H 1.8827 0.7424 4.6434
H -1.8556 2.2806 3.1240
H -1.0699 1.8168 0.7013
H 0.1918 2.6843 -1.5692
H -1.7014 2.8990 -2.9132
H -2.2101 -1.3394 -3.0988
H -0.5025 -1.5898 -1.3971
*
```

* LUMO: -4.050 eV
* DFT total energy: -172093.263 eV
* orbital gap: 7.1 eV

Number 1: highest occupied orbital energy -10.8 eV. Number 2: highest occupied orbital energy -10.0 eV. Number 3: highest occupied orbital energy -11.1 eV.